# 1
# C4H13IOSi2

C4H13IOSi2 as an isolated structure at a distorted geometry (the ωB97M-V functional and the def2-TZVPD basis, the OMol25 dataset).

Computed properties:
Kohn-Sham gap	10.240	eV
DFT total energy	-30265.0242	eV
energy above the lowest of the compared OMol25 structures with the same formula, charge and spin	70.94	kJ/mol

```
! wB97M-V def2-TZVPD RIJCOSX def2/J DEFGRID3
* xyz 0 1
C -0.6827 2.1532 1.4124
C -0.2255 0.6635 1.4741
C -0.5395 -0.1143 0.1486
C -1.9434 0.2300 -0.4308
Si 0.8852 0.0212 -1.1016
I 0.4259 1.7013 -2.8943
O 1.1851 -1.4459 -1.9220
Si 1.9611 -2.6276 -0.9631
H -0.3186 2.6472 0.4997
H -1.7814 2.1499 1.3918
H -0.3051 2.7202 2.2722
H -0.6958 0.1707 2.3346
H 0.8658 0.6748 1.6273
H -0.5785 -1.1846 0.4314
H -2.6501 0.4547 0.3841
H -2.3473 -0.6626 -0.9325
H -1.9493 1.0593 -1.1466
H 2.1399 0.4934 -0.4737
H 3.3768 -2.3364 -0.7030
H 1.2754 -2.8778 0.3174
H 1.9020 -3.8901 -1.7258
*
```

***

# 2
# C41H34BrF3IN4O6SbSeSiTi

C41H34BrF3IN4O6SbSeSiTi as an isolated structure at a distorted geometry (the ωB97M-V functional and the def2-TZVPD basis, the OMol25 dataset).

Computed properties:
Kohn-Sham gap (alpha / beta)	3.912 / 4.787	eV
DFT total energy	-250492.3930	eV
energy above the lowest of the compared OMol25 structures with the same formula, charge and spin	0.00	kJ/mol
<S²>	2.036

```
! wB97M-V def2-TZVPD RIJCOSX def2/J DEFGRID3
* xyz -2 3
Ti 0.0296 0.9180 0.5310
Br -4.2882 -5.9021 -5.1309
C -4.9849 -4.6669 -3.8526
C -5.8388 -5.1187 -2.8490
C -6.3118 -4.2335 -1.9068
C -5.9744 -2.8515 -1.9166
C -5.0741 -2.4407 -2.9452
C -4.6004 -3.3353 -3.8884
N -6.6418 -2.0631 -1.0331
N -6.3631 -0.7787 -0.8643
C -5.0652 -0.2814 -0.8896
C -4.8663 0.9896 -1.4069
C -3.6238 1.6376 -1.4163
C -2.4973 1.0550 -0.8694
O -1.3084 1.6310 -0.8356
C -2.6751 -0.2298 -0.2718
N -1.5741 -0.7342 0.3575
C -1.6755 -1.8588 1.0272
C -2.8708 -2.5889 1.0990
C -3.9839 -2.1157 0.4482
C -3.9279 -0.9044 -0.2671
H -6.1263 -6.1627 -2.8128
H -6.9994 -4.5679 -1.1389
H -4.7750 -1.4059 -3.0183
H -3.9254 -2.9901 -4.6621
H -5.7323 1.4845 -1.8317
H -3.5289 2.6277 -1.8474
H -0.7857 -2.1906 1.5519
H -2.9012 -3.5101 1.6666
H -4.9242 -2.6499 0.4942
I 2.1368 5.8885 -2.0750
C 1.6890 4.8865 -0.3050
C 1.8397 5.5153 0.9199
C 1.5334 4.8073 2.0705
C 1.0846 3.5040 1.9502
N 0.9300 2.9182 0.7653
C 1.2383 3.5791 -0.3512
H 2.1922 6.5372 0.9733
H 1.6431 5.2571 3.0475
H 0.8214 2.8999 2.8058
H 1.1112 3.0331 -1.2766
O 3.6442 1.2469 0.5923
Se 2.7100 -0.0511 0.2357
O 1.5850 -0.2023 1.5140
O 1.4980 0.5399 -0.8545
O 4.0315 -3.3761 0.3914
F -2.5585 -8.1631 -2.5501
C -1.7734 -7.1213 -2.1882
C -0.4148 -7.3405 -2.0644
C 0.3912 -6.2826 -1.6688
C -0.1490 -5.0227 -1.4093
C -1.5226 -4.8426 -1.5725
C -2.3503 -5.8918 -1.9554
Sb 0.9884 -3.3799 -0.6205
C 1.1681 -4.2260 1.3575
C 0.8495 -5.5419 1.6790
C 0.8842 -5.9870 2.9971
C 1.2271 -5.0869 3.9824
F 1.2583 -5.5147 5.2727
C 1.5192 -3.7667 3.7110
C 1.4824 -3.3385 2.3909
C 2.8402 -4.0205 -1.5292
C 4.0650 -3.8156 -0.8972
C 5.2705 -4.0493 -1.5512
C 5.2273 -4.4833 -2.8595
F 6.4043 -4.7116 -3.4947
C 4.0469 -4.6923 -3.5361
C 2.8598 -4.4486 -2.8513
H -0.0100 -8.3237 -2.2677
H 1.4573 -6.4463 -1.5584
H -1.9748 -3.8725 -1.3932
H -3.4148 -5.7479 -2.0828
H 0.5632 -6.2390 0.9019
H 0.6381 -7.0076 3.2602
H 1.7415 -3.0837 4.5204
H 1.6555 -2.2863 2.1747
H 4.8826 -3.0028 0.6421
H 6.2244 -3.8982 -1.0606
H 4.0582 -5.0220 -4.5656
H 1.9209 -4.5986 -3.3725
C -3.1719 0.5628 3.7925
Si -1.3268 0.8865 3.6946
C -0.9214 2.2887 4.8997
C -0.3945 -0.6319 4.2937
O -0.9089 1.2877 2.1971
H -3.5056 0.3178 4.8046
H -3.4352 -0.2710 3.1355
H -3.7289 1.4376 3.4478
H -1.3712 2.1036 5.8795
H -1.3059 3.2420 4.5268
H 0.1584 2.3857 5.0454
H -0.4253 -0.7403 5.3818
H 0.6469 -0.5504 3.9696
H -0.8058 -1.5442 3.8545
*
```

***

# 3
# C5H9NS

C5H9NS as an isolated structure at a distorted geometry (the ωB97M-V functional and the def2-TZVPD basis, the OMol25 dataset).

Computed properties:
Kohn-Sham gap	9.492	eV
DFT total energy	-17652.8452	eV
energy above the lowest of the compared OMol25 structures with the same formula, charge and spin	323.06	kJ/mol

```
! wB97M-V def2-TZVPD RIJCOSX def2/J DEFGRID3
* xyz 0 1
C 0.0798 -1.2318 0.1699
C -0.5773 -0.5308 -1.0569
C -0.0921 0.9450 -0.9003
C -0.2059 1.2727 0.5719
C -0.7160 -0.1192 1.0950
H 1.8272 -1.1008 1.1076
H 1.5838 -0.0603 -0.4503
H -0.1740 -2.3459 0.2775
H -0.6794 -1.0545 -2.0474
H 0.9556 1.3419 -0.9803
H -0.7464 1.5605 -1.4974
H 0.8684 1.3649 0.9529
H -0.8729 2.0320 0.7499
H -0.5817 -0.4132 2.1602
N 1.4734 -1.0923 -0.1088
S -2.1428 -0.5682 -0.0435
*
```

***

Q: Which value of energy above the lowest of the compared OMol25 structures with the same formula, charge and spin does entry 2 give?
A: 0.00 kJ/mol